Molecular formula: C32H63AlN3O8S3
Method: DFT, ωB97M-V with the def2-TZVPD basis set

Output
**Net charge**: -1
**Spin multiplicity**: 3
**Highest occupied orbital energy (spin up / spin down)**: -5.6 / -5.6 eV
**LUMO level (spin up / spin down)**: 1.49 / 0.33 eV
**Total energy**: -94145.7974 eV
**Maximum force**: 0.1585 hartree/bohr
**M**: 741.05 g/mol

Each line ends with the Mulliken charge.
Positions of all 110 atoms, in Å:
C (-5.421191, -7.239183, -8.241175)  -0.568
C (-3.888395, -7.767384, -8.615005)  0.533
O (-3.687545, -8.319180, -9.818795)  -0.577
O (-2.822806, -7.569140, -7.590335)  -0.268
C (-2.500897, -8.905993, -7.064687)  -0.333
Al (-2.201586, -8.919046, -4.994612)  -0.145
C (-0.223011, -8.356753, -4.626382)  -0.336
C (0.069056, -6.773599, -4.936074)  -0.454
C (1.237687, -6.141256, -3.920375)  -0.477
S (0.504582, -4.865412, -2.761693)  -0.043
C (1.849145, -3.652547, -2.150766)  -0.230
S (3.074930, -3.200122, -3.241198)  -0.210
N (1.683222, -3.163436, -0.729423)  0.050
C (2.819724, -3.580666, 0.177216)  -0.530
C (2.405200, -3.028608, 1.700687)  -0.128
O (0.966017, -2.604592, 1.734403)  -0.441
C (0.793163, -1.395985, 0.864168)  -0.077
C (1.476678, -1.668033, -0.637903)  -0.517
C (-3.519123, -7.679441, -4.031065)  -0.301
C (-4.827070, -8.416434, -3.375512)  -0.577
C (-4.683227, -10.033974, -3.156580)  -0.490
S (-3.533092, -10.549042, -1.767099)  0.955
O (-2.829964, -11.902038, -2.162851)  -0.585
O (-4.356688, -10.891345, -0.472075)  -0.641
O (-2.353186, -9.394125, -1.342937)  -0.433
H (-5.765960, -7.862685, -7.301290)  0.113
H (-5.327076, -6.098581, -7.969326)  0.245
H (-6.187176, -7.391260, -9.131130)  0.268
H (-1.560607, -9.315263, -7.643753)  0.117
H (-3.422392, -9.613563, -7.327829)  0.208
H (-2.286261, -10.448821, -4.569452)  -0.323
H (0.019736, -8.557722, -3.477054)  -0.013
H (0.500991, -9.005138, -5.298379)  0.202
H (0.522880, -6.653811, -6.026669)  0.203
H (-0.917393, -6.115930, -4.900617)  0.312
H (1.581780, -7.056140, -3.237619)  0.261
H (2.192926, -5.787959, -4.497903)  0.403
H (3.049632, -4.728617, 0.192445)  0.315
H (3.834147, -3.015476, -0.090495)  0.322
H (3.016661, -2.062120, 1.971243)  0.064
H (2.586326, -3.890298, 2.483618)  0.283
H (-0.361965, -1.228744, 0.637964)  0.290
H (1.283988, -0.496717, 1.432870)  0.013
H (2.489260, -1.055569, -0.624831)  0.238
H (0.800068, -1.272268, -1.514730)  0.366
H (-2.920921, -7.042327, -3.249306)  0.230
H (-3.941222, -6.926033, -4.855411)  0.299
H (-5.001769, -7.934883, -2.311506)  0.251
H (-5.762252, -8.226443, -4.088612)  0.248
H (-5.768252, -10.424185, -2.846730)  0.385
H (-4.414831, -10.638518, -4.140377)  0.213
H (-1.615046, -9.404122, -2.027026)  0.321
C (2.996520, 2.170206, 6.853428)  -1.772
C (3.348292, 1.926477, 5.359849)  1.687
C (4.407512, 2.968105, 4.918489)  -1.262
C (3.833609, 4.376386, 4.813751)  -0.778
C (2.607769, 4.408237, 3.907611)  -0.944
C (1.537457, 3.324715, 4.216092)  1.840
N (2.116464, 1.969807, 4.500343)  0.298
O (2.444599, 1.383797, 3.263304)  -0.486
C (0.655434, 3.753087, 5.417307)  -1.708
C (0.525223, 3.324233, 3.017755)  -1.793
C (4.001281, 0.503914, 5.385328)  -1.825
H (3.816094, 1.848730, 7.509022)  0.449
H (2.838824, 3.221210, 7.102078)  0.323
H (2.108042, 1.606125, 7.148456)  0.377
H (4.831457, 2.684933, 3.943949)  0.371
H (5.250967, 2.975323, 5.620958)  0.384
H (3.581119, 4.768180, 5.803390)  0.355
H (4.598784, 5.049832, 4.409220)  0.405
H (2.155898, 5.407703, 3.962309)  0.194
H (2.958349, 4.291655, 2.873540)  0.430
H (-0.054438, 2.959463, 5.683467)  0.392
H (0.062721, 4.643602, 5.175233)  0.405
H (1.220075, 4.017646, 6.308147)  0.306
H (1.022453, 3.183895, 2.050472)  0.333
H (-0.005600, 4.281969, 2.950042)  0.345
H (-0.230279, 2.538108, 3.133213)  0.478
H (3.296409, -0.240675, 5.777625)  0.434
H (4.886420, 0.491275, 6.032906)  0.410
H (4.342259, 0.164337, 4.402211)  0.344
C (0.579480, 10.516117, 1.779557)  -1.812
C (0.827137, 9.022902, 1.428982)  1.756
C (1.002654, 8.891217, -0.105159)  -1.208
C (-0.300911, 9.113341, -0.863427)  -0.502
C (-1.404438, 8.196680, -0.346949)  -1.216
C (-1.579749, 8.188946, 1.197057)  1.678
N (-0.282430, 8.154003, 1.950426)  0.224
O (0.179407, 6.824438, 1.932827)  -0.405
C (-2.394086, 9.424042, 1.661582)  -1.685
C (-2.528486, 6.989440, 1.545931)  -1.805
C (2.192809, 8.723510, 2.133280)  -1.845
H (1.500866, 11.103555, 1.675566)  0.449
H (-0.138899, 11.008785, 1.121900)  0.327
H (0.240054, 10.629696, 2.812278)  0.384
H (1.392725, 7.893869, -0.355731)  0.352
H (1.754067, 9.605599, -0.465666)  0.366
H (-0.616805, 10.158492, -0.796255)  0.318
H (-0.137502, 8.915817, -1.929705)  0.371
H (-2.349821, 8.477618, -0.830103)  0.354
H (-1.178523, 7.179734, -0.694203)  0.397
H (-2.458671, 9.460153, 2.756626)  0.383
H (-3.422437, 9.385406, 1.282204)  0.456
H (-1.994948, 10.373402, 1.312571)  0.299
H (-2.163679, 6.036951, 1.143127)  0.317
H (-3.526618, 7.138555, 1.115686)  0.426
H (-2.651751, 6.879670, 2.629841)  0.435
H (2.118136, 8.894030, 3.215176)  0.449
H (2.982699, 9.381436, 1.750930)  0.432
H (2.549109, 7.700856, 1.974128)  0.303

Cartesian forces, eV/Å:
1.0 -0.1 0.3
1.0 -1.6 -4.6
-0.9 3.2 7.4
-3.7 -0.6 -3.0
0.0 -1.9 -0.5
0.9 0.6 -0.8
0.9 0.7 0.2
0.5 0.4 -0.3
0.9 -1.7 -0.3
1.6 0.8 0.9
0.7 -0.4 -1.0
-1.8 -0.5 2.2
0.9 0.0 -1.8
0.8 0.9 1.0
-0.4 0.3 -0.4
1.7 0.8 -1.3
-0.3 -0.6 -0.7
0.4 0.9 1.0
-1.0 0.9 -0.2
0.5 0.5 0.4
-2.1 0.6 -1.2
0.5 -7.3 3.5
-1.9 5.5 0.5
2.5 2.9 -4.4
-1.3 -1.3 -1.7
0.7 1.4 -1.8
-0.3 -2.3 -0.4
2.0 0.2 1.8
-1.9 0.6 0.8
1.9 1.1 0.5
0.0 -0.2 0.1
-0.2 0.3 -2.2
-1.2 1.2 1.6
-1.2 -0.2 2.2
2.1 -1.3 0.1
-0.7 2.1 -1.3
-2.0 -0.2 1.1
-0.9 2.2 -0.3
-2.0 -1.2 0.2
-0.8 -2.0 -0.5
-0.6 1.9 -1.5
2.5 -0.5 1.1
-1.0 -1.5 -1.3
-1.7 -1.3 -0.4
1.3 -1.0 1.9
-1.3 -1.1 -1.2
1.0 -1.4 1.8
-0.1 -1.1 -2.1
1.9 -0.6 1.7
2.6 0.7 0.0
0.0 1.4 2.4
-1.2 -0.2 0.7
-0.1 0.3 0.1
0.9 -0.7 1.6
-0.1 0.0 -0.3
0.0 0.0 0.1
0.3 -0.2 -0.1
-1.7 1.2 0.1
2.3 -0.6 -4.5
-1.1 1.1 3.4
0.0 0.1 0.3
0.5 -0.6 -0.1
-0.4 0.1 -0.7
-0.1 -0.1 -0.4
-0.1 -0.1 -0.1
0.0 0.1 -0.1
-0.2 -0.1 0.1
-0.2 -0.2 0.0
0.0 -0.1 0.0
-0.1 -0.1 0.1
-0.2 -0.3 -0.1
-0.2 -0.2 0.1
0.2 0.1 -0.1
0.2 -0.2 -0.2
0.1 -0.1 0.0
0.0 -0.1 0.3
0.3 -0.1 0.3
0.2 0.0 0.0
0.1 0.2 -0.1
-0.3 0.3 0.0
-0.3 0.2 0.1
-0.3 0.1 -0.1
1.3 1.5 0.3
-0.2 -0.3 0.0
0.0 0.1 0.0
0.4 -0.1 0.0
-2.1 0.4 0.1
1.7 -4.4 -1.9
-1.2 3.5 0.6
0.0 0.3 0.0
0.8 -0.2 0.1
-0.4 -0.7 0.0
-0.1 -0.4 0.0
0.0 -0.1 0.1
0.0 -0.1 -0.1
-0.1 0.1 0.2
-0.1 0.0 0.3
0.0 0.0 0.0
-0.1 0.0 0.1
0.0 -0.1 0.3
0.0 0.0 0.3
0.1 -0.1 -0.2
0.3 -0.2 0.0
0.1 0.0 0.1
0.1 0.3 0.2
0.3 0.3 0.0
0.1 0.1 -0.2
-0.1 -0.1 -0.2
-0.4 0.1 -0.1
-0.3 0.1 0.0